(1)
ORCA calculation (wB97M-V/def2-TZVPD) on a cluster of 2 separate species, C5H7I in total.

Computed properties:
- ΔE to the lowest compared entry with this formula, charge and spin (kcal/mol) = 99.2
- highest occupied orbital energy (eV) = -8.8
- multiplicity = 1
- gap between HOMO and LUMO (eV) = 8.689
- lowest unoccupied orbital energy (eV) = -0.10
- molar mass (g mol⁻¹) = 194.02
- E_tot (eV) = -13393.1805

XYZ file:
```
13
Properties=species:S:1:pos:R:3:lowdin_charge:R:1
C 1.92 2.55 -2.22 -0.13
C 1.24 1.91 -1.35 0.11
C -0.71 -1.77 0.77 -0.18
C -1.48 -0.48 0.58 -0.16
C 0.03 -0.50 0.48 -0.72
I 1.14 0.41 2.08 0.71
H 2.80 2.53 -1.68 0.02
H 1.96 3.24 -3.13 0.11
H 0.52 -0.22 -0.45 0.00
H -0.63 -2.24 1.71 0.08
H -0.74 -2.48 0.05 0.06
H -1.97 -0.14 -0.22 0.06
H -1.90 -0.24 1.49 0.06
```

=====

(2)
ORCA calculation (wB97M-V/def2-TZVPD) on the molecule C5H7IN2O.

Computed properties:
- ΔE to the lowest compared entry with this formula, charge and spin (kcal/mol) = 121.2
- highest occupied orbital energy (spin up / spin down) (eV) = -7.7 / -7.7
- multiplicity = 1
- gap between HOMO and LUMO (spin up / spin down) (eV) = 7.377 / 7.378
- lowest unoccupied orbital energy (spin up / spin down) (eV) = -0.36 / -0.36
- molar mass (g mol⁻¹) = 238.03
- E_tot (eV) = -18421.1243

XYZ file:
```
16
Properties=species:S:1:pos:R:3:lowdin_charge:R:1
C -0.03 -0.89 -2.44 -0.15
C 1.28 -2.81 -1.94 -0.49
C 0.48 -0.90 -0.15 -0.08
C -0.88 0.90 -1.04 -0.03
C 0.94 -0.71 2.12 -0.09
N 0.79 -1.85 -2.59 -0.12
N -0.13 -0.36 -1.17 -0.13
O 0.50 -0.08 0.94 -0.14
I 3.47 -2.78 -1.58 0.52
H -0.42 -0.52 -3.38 0.14
H -2.04 0.83 -1.34 0.14
H -0.88 1.35 -0.07 0.06
H -0.21 1.63 -1.58 0.11
H 1.78 -0.09 2.32 0.07
H 1.05 -1.83 2.15 0.11
H 0.33 -0.44 2.98 0.08
```

=====

(3)
ORCA calculation (wB97M-V/def2-TZVPD) on the molecule C5H7IN2O.

Computed properties:
- SMILES = CC1=CN(I)C(=O)NC1
- ΔE to the lowest compared entry with this formula, charge and spin (kcal/mol) = 18.6
- highest occupied orbital energy (eV) = -8.2
- multiplicity = 1
- gap between HOMO and LUMO (eV) = 7.780
- lowest unoccupied orbital energy (eV) = -0.41
- molar mass (g mol⁻¹) = 238.03
- E_tot (eV) = -18425.5736

XYZ file:
```
16
Properties=species:S:1:pos:R:3:lowdin_charge:R:1
C 0.32 0.54 1.62 -0.14
C 0.20 0.18 0.33 -0.34
C -1.84 1.68 1.56 -0.62
C -0.81 0.80 -0.57 -0.11
C 0.93 -1.04 -0.08 -0.10
N -1.98 1.18 0.29 0.08
N -0.53 1.55 2.23 -0.44
O -2.72 2.23 2.15 -0.02
I -0.51 2.21 4.21 0.87
H 1.21 0.16 2.16 0.12
H -0.54 1.81 -0.99 0.14
H -1.08 0.12 -1.35 0.11
H 0.09 -1.82 -0.23 0.11
H 1.64 -1.46 0.67 0.08
H 1.58 -0.84 -1.04 0.11
H -2.94 1.20 -0.02 0.14
```

=====

(4)
ORCA calculation (wB97M-V/def2-TZVPD) on the molecule C5H7IN2O3.

Computed properties:
- SMILES = CC[C@@H](I)OC(=O)NN=C=O
- ΔE to the lowest compared entry with this formula, charge and spin (kcal/mol) = 0.0
- highest occupied orbital energy (eV) = -9.8
- multiplicity = 1
- gap between HOMO and LUMO (eV) = 9.901
- lowest unoccupied orbital energy (eV) = 0.08
- molar mass (g mol⁻¹) = 270.03
- E_tot (eV) = -22519.4203

XYZ file:
```
18
Properties=species:S:1:pos:R:3:lowdin_charge:R:1
C 2.35 -0.89 -0.35 -0.11
C 2.25 0.56 0.32 -0.26
C 0.72 1.00 0.58 -0.67
I 0.45 2.98 -0.36 0.79
O -0.10 0.00 -0.02 -0.11
C -1.45 0.14 0.32 -0.51
O -1.77 0.18 1.48 0.14
N -2.37 0.17 -0.79 0.02
N -3.66 -0.31 -0.44 0.09
C -3.55 -1.58 -0.40 -0.25
O -3.56 -2.67 -0.02 0.22
H 1.82 -1.67 0.28 0.08
H 1.87 -0.86 -1.37 0.08
H 3.43 -1.16 -0.51 0.08
H 2.80 0.62 1.30 0.11
H 2.66 1.26 -0.46 0.06
H 0.53 1.13 1.68 0.10
H -2.41 1.09 -1.24 0.13
```

=====

(5)
ORCA calculation (wB97M-V/def2-TZVPD) on a cluster of 2 separate species, C5H7IN4O4 in total.

Computed properties:
- SMILES = [H]/N=C(\I)[C@@H](N=C=NOC)ON.O=C=O
- ΔE to the lowest compared entry with this formula, charge and spin (kcal/mol) = 90.9
- highest occupied orbital energy (eV) = -8.7
- multiplicity = 1
- gap between HOMO and LUMO (eV) = 9.118
- lowest unoccupied orbital energy (eV) = 0.38
- molar mass (g mol⁻¹) = 314.04
- E_tot (eV) = -27543.1010

XYZ file:
```
21
Properties=species:S:1:pos:R:3:lowdin_charge:R:1
C 1.92 0.41 1.87 -0.76
C -0.83 0.05 0.47 -0.16
C 1.18 2.40 -2.45 -0.45
C 0.55 -0.27 2.42 -0.31
C -2.47 -0.08 -2.57 -0.11
N 2.69 -0.16 1.11 0.11
N -1.27 0.03 -0.64 0.07
N -0.33 0.39 1.52 0.08
N 0.13 -2.50 1.43 -0.05
O 1.87 1.74 -1.81 0.20
O 0.58 3.17 -3.03 0.23
O 0.20 -1.79 2.56 -0.19
O -2.45 -0.24 -1.19 -0.12
I 1.89 2.46 2.53 0.79
H 0.39 0.07 3.50 0.13
H -2.17 -0.85 -3.22 0.06
H -1.83 0.86 -2.94 0.13
H -3.51 0.07 -2.93 0.09
H 3.30 0.45 0.58 0.05
H -0.78 -2.99 1.46 0.10
H 0.93 -3.22 1.33 0.13
```

=====

(6)
ORCA calculation (wB97M-V/def2-TZVPD) on the molecule C5H7IO.

Computed properties:
- SMILES = IC[C@H]1CC=CO1
- ΔE to the lowest compared entry with this formula, charge and spin (kcal/mol) = 31.8
- highest occupied orbital energy (eV) = -8.6
- multiplicity = 1
- gap between HOMO and LUMO (eV) = 8.989
- lowest unoccupied orbital energy (eV) = 0.44
- molar mass (g mol⁻¹) = 210.01
- E_tot (eV) = -15443.4982

XYZ file:
```
14
Properties=species:S:1:pos:R:3:lowdin_charge:R:1
C -1.18 -0.11 -0.41 -0.16
C 0.29 -0.23 -0.03 -0.41
C -1.57 1.08 0.37 -0.06
C -0.60 1.35 1.31 -0.08
C 1.41 -1.34 -0.45 -0.58
O 0.39 0.41 1.22 -0.08
I 3.19 -0.29 -0.93 0.77
H -1.28 0.08 -1.41 0.09
H -1.79 -0.96 -0.18 0.11
H 1.47 -2.23 -1.24 0.07
H 0.77 0.55 -0.74 0.06
H -2.50 1.59 0.10 0.11
H -0.46 2.10 1.95 0.08
H 1.86 -1.99 0.45 0.06
```

=====

(7)
ORCA calculation (wB97M-V/def2-TZVPD) on a structure of composition C5H7IS.

Computed properties:
- ΔE to the lowest compared entry with this formula, charge and spin (kcal/mol) = 33.1
- highest occupied orbital energy (eV) = -8.3
- multiplicity = 1
- gap between HOMO and LUMO (eV) = 8.767
- lowest unoccupied orbital energy (eV) = 0.49
- molar mass (g mol⁻¹) = 226.08
- E_tot (eV) = -24232.0225

XYZ file:
```
14
Properties=species:S:1:pos:R:3:lowdin_charge:R:1
C 0.29 -1.84 0.58 -0.20
C -0.93 -1.68 1.08 -0.42
C 0.73 -0.70 -0.31 -0.34
C -0.08 0.46 0.19 -1.02
C -0.22 2.11 -1.13 0.01
S -1.70 -0.16 0.64 0.81
I 0.90 1.42 1.90 0.73
H 0.93 -2.68 0.77 0.10
H -1.47 -2.34 1.72 0.07
H 1.80 -0.51 -0.27 0.10
H 0.46 -0.93 -1.35 0.12
H -1.04 2.65 -0.71 0.02
H -0.42 1.64 -2.07 0.02
H 0.75 2.57 -1.04 0.01
```

=====

(8)
ORCA calculation (wB97M-V/def2-TZVPD) on a structure of composition C5H7N.

Computed properties:
- ΔE to the lowest compared entry with this formula, charge and spin (kcal/mol) = 104.8
- highest occupied orbital energy (spin up / spin down) (eV) = -7.8 / -7.9
- multiplicity = 1
- gap between HOMO and LUMO (spin up / spin down) (eV) = 8.220 / 8.276
- lowest unoccupied orbital energy (spin up / spin down) (eV) = 0.44 / 0.42
- molar mass (g mol⁻¹) = 81.12
- E_tot (eV) = -6783.9662

XYZ file:
```
13
Properties=species:S:1:pos:R:3:lowdin_charge:R:1
C 2.09 1.22 0.49 -0.14
C 0.62 0.17 -0.17 -0.22
C -0.86 -0.58 -0.32 -0.01
C 1.81 0.66 -0.93 -0.11
C -1.66 -0.83 0.88 -0.17
N 1.10 0.70 1.04 0.07
H 2.88 1.76 0.95 0.09
H -1.21 -0.77 -1.28 0.04
H 1.52 1.31 -1.74 0.09
H 2.62 -0.14 -1.20 0.14
H -1.19 -0.40 1.73 0.05
H -1.69 -1.89 1.14 0.07
H -2.78 -0.64 0.78 0.10
```

=====

| no. | largest force on an atom (eV Å⁻¹) |
| --- | --- |
| 1 | 4.370 |
| 2 | 3.207 |
| 3 | 2.650 |
| 4 | 2.968 |
| 5 | 4.626 |
| 6 | 6.213 |
| 7 | 4.462 |
| 8 | 8.842 |